Entry 1:
A cluster of 3 separate species, C4H13N2O in total at a distorted geometry, computed with wB97M-V/def2-TZVPD.

Positions of all 20 atoms, in Å:
C 2.42 -0.86 0.83
C 0.93 -1.12 0.61
C 0.51 -0.04 -0.35
C 0.04 1.25 0.12
N -1.32 1.37 -0.13
N 0.34 -0.36 -1.64
H 2.65 0.00 1.46
H 3.04 -0.87 -0.06
H 2.77 -1.73 1.40
H 0.38 -1.01 1.55
H 0.60 -2.05 0.17
H 0.64 2.13 0.29
H -1.65 2.16 0.42
H -1.53 1.44 -1.13
H -0.84 1.97 2.12
H 0.26 -1.35 -1.83
H 1.06 0.01 -2.27
H -2.69 -0.24 -0.30
H -4.16 -0.04 -0.54
O -3.45 -0.67 -0.73

The HOMO-LUMO gap comes out at 6.17 eV. For the LUMO energy, the calculation gives -0.2378 hartree. The charge is +1.

Atomic partial charges in e from the Mulliken method, atoms 1 to 2: number 1, C, carries -1.206; number 2, C, carries -0.312

Entry 2:
A cluster of 2 separate species, C4H13N2O in total, computed with wB97M-V/def2-TZVPD.

Positions of all 20 atoms, in Å:
C -2.41 0.72 -0.24
C -3.51 0.37 -0.88
N -1.71 -0.23 0.65
H -1.92 1.67 -0.35
H -3.99 1.11 -1.51
H -3.98 -0.59 -0.72
H -2.28 -0.36 1.49
H -1.58 -1.15 0.25
H -0.74 0.13 0.98
C 2.93 -0.67 -1.29
N 1.75 -0.14 -0.62
C 1.75 -0.33 0.81
O 0.71 0.50 1.39
H 3.81 -0.20 -0.85
H 2.91 -0.40 -2.34
H 3.04 -1.75 -1.20
H 0.93 -0.60 -1.00
H 1.54 -1.34 1.16
H 2.73 0.01 1.17
H 0.92 1.38 1.02

The HOMO-LUMO gap comes out at 9.92 eV. For the LUMO energy, the calculation gives -0.1194 hartree. The charge is +1.

Atomic partial charges in e from the Mulliken method, atoms 1 to 2: number 1, C, carries -0.005; number 2, C, carries -0.635

Entry 3:
A cluster of 2 separate species, C4H13N2O in total at a distorted geometry, computed with wB97M-V/def2-TZVPD.

Positions of all 20 atoms, in Å:
C -1.97 0.41 -0.52
C -0.96 -1.07 1.18
C 2.14 -1.08 -0.27
C 1.01 0.94 -0.40
N 0.54 2.06 0.08
N -0.91 -0.46 -0.17
O 1.75 0.18 0.32
H -1.89 0.88 -1.48
H -2.91 -0.12 -0.47
H -1.92 1.18 0.15
H -0.81 -0.13 1.82
H -1.71 -1.66 1.65
H -0.13 -1.67 1.14
H 1.29 -1.75 -0.33
H 2.81 -1.56 0.43
H 2.70 -0.84 -1.19
H 1.00 0.76 -1.51
H 0.11 2.73 -0.44
H 0.69 2.39 1.03
H -0.83 -1.19 -0.99

The HOMO-LUMO gap comes out at 10.26 eV. For the LUMO energy, the calculation gives -0.1175 hartree. The charge is +1.

Atomic partial charges in e from the Mulliken method, atoms 1 to 2: number 1, C, carries -1.164; number 2, C, carries -0.734

Entry 4:
The ion C4H13N2O with charge +1 at a distorted geometry, computed with wB97M-V/def2-TZVPD.

Positions of all 20 atoms, in Å:
N -0.82 2.27 0.12
C 0.60 1.90 0.17
C 0.78 0.48 0.76
C 0.23 -0.69 -0.12
N -1.09 -0.34 -0.74
C 0.14 -2.08 0.43
O -0.03 -2.96 -0.67
H -1.27 2.72 0.90
H -0.76 2.87 -0.71
H 1.26 2.56 0.75
H 1.04 1.85 -0.88
H 0.15 0.41 1.67
H 1.86 0.41 0.95
H 0.91 -0.62 -1.01
H -1.06 0.67 -1.01
H -1.82 -0.42 -0.03
H -1.35 -1.05 -1.44
H -0.62 -2.39 1.13
H 1.14 -2.27 0.89
H 0.70 -3.33 -1.17

The HOMO-LUMO gap comes out at 11.13 eV. For the LUMO energy, the calculation gives -0.1087 hartree. The charge is +1. The SMILES is NCC[C@H]([NH3+])CO.

Atomic partial charges in e from the Mulliken method, atoms 1 to 2: number 1, N, carries -0.551; number 2, C, carries -0.732

Entry 5:
A cluster of 2 separate species, C4H13N2O in total at a distorted geometry, computed with wB97M-V/def2-TZVPD.

Positions of all 20 atoms, in Å:
C -2.34 0.83 1.08
C -2.28 -0.70 0.84
C -1.21 -1.12 -0.14
N 0.09 -0.58 0.30
C 1.17 -0.53 -0.41
N 2.38 -0.45 0.16
H -1.73 1.14 1.93
H -1.96 1.38 0.22
H -3.38 1.10 1.21
H -2.17 -1.28 1.76
H -3.26 -1.00 0.47
H -1.10 -2.20 -0.23
H -1.36 -0.74 -1.15
H 0.26 -0.29 1.27
H 1.03 -0.36 -1.48
H 3.06 0.13 -0.31
H 2.77 -1.24 0.65
H 2.45 2.43 -1.08
H 1.67 2.52 -2.35
O 1.82 1.92 -1.61

The HOMO-LUMO gap comes out at 11.13 eV. For the LUMO energy, the calculation gives -0.1443 hartree. The charge is +1.

Atomic partial charges in e from the Mulliken method, atoms 1 to 2: number 1, C, carries -1.040; number 2, C, carries -0.626

Entry 6:
The ion C4H13N2O with charge +1 at a distorted geometry, computed with wB97M-V/def2-TZVPD.

Positions of all 20 atoms, in Å:
N 0.18 -1.77 -1.69
C -0.99 -1.19 -0.99
C -0.83 0.32 -0.82
C 0.29 0.80 0.13
N 1.34 -0.25 0.45
C -0.24 1.30 1.45
O 0.88 1.59 2.25
H 0.17 -2.78 -1.68
H 0.14 -1.46 -2.67
H -1.11 -1.66 0.00
H -1.91 -1.43 -1.51
H -1.75 0.71 -0.40
H -0.68 0.81 -1.78
H 0.86 1.58 -0.34
H 1.30 -0.95 -0.37
H 2.25 0.18 0.61
H 1.12 -0.73 1.31
H -0.81 0.48 1.93
H -0.87 2.17 1.28
H 0.67 2.30 2.86

The HOMO-LUMO gap comes out at 11.27 eV. For the LUMO energy, the calculation gives -0.1069 hartree. The charge is +1. The SMILES is NCC[C@H]([NH3+])CO.

Atomic partial charges in e from the Mulliken method, atoms 1 to 2: number 1, N, carries -0.596; number 2, C, carries -0.837

Entry 7:
A cluster of 2 separate species, C4H13N2O in total at a distorted geometry, computed with wB97M-V/def2-TZVPD.

Positions of all 20 atoms, in Å:
C 0.05 -0.89 1.31
C 0.90 -1.05 0.01
C 0.92 0.17 -0.85
C 1.90 1.07 -0.80
N -0.20 0.32 -1.71
N -0.49 0.50 1.50
H -0.74 -1.63 1.41
H 0.67 -1.10 2.18
H 0.49 -1.88 -0.56
H 1.91 -1.31 0.28
H 2.74 0.88 -0.14
H 1.92 1.98 -1.38
H -3.32 -0.29 -0.39
H -0.39 -0.55 -2.20
H -0.09 1.06 -2.39
H 0.30 1.12 1.33
H -1.29 0.57 0.84
H -0.74 0.59 2.48
H -1.92 0.10 -0.78
O -2.63 0.34 -0.14

The HOMO-LUMO gap comes out at 10.01 eV. For the LUMO energy, the calculation gives -0.1114 hartree. The charge is +1.

Atomic partial charges in e from the Mulliken method, atoms 1 to 2: number 1, C, carries -0.755; number 2, C, carries -0.700

Entry 8:
The ion C4H13N2O with charge +1 at a distorted geometry, computed with wB97M-V/def2-TZVPD.

Positions of all 20 atoms, in Å:
C 2.26 -0.61 -0.67
C 0.71 -0.52 -0.86
O 0.49 0.41 -1.92
C -0.04 -0.01 0.39
N 0.06 1.45 0.55
C -1.53 -0.57 0.47
N -1.99 -0.25 1.95
H 2.87 0.22 -0.20
H 2.65 -1.50 -0.15
H 2.67 -0.66 -1.69
H 0.27 -1.54 -1.24
H 0.82 0.05 -2.80
H 0.26 -0.58 1.35
H -0.12 1.80 1.58
H 1.06 1.61 0.22
H -0.61 1.88 -0.05
H -1.61 -1.76 0.42
H -2.32 -0.18 -0.28
H -1.87 -0.96 2.61
H -2.91 0.12 2.11

The HOMO-LUMO gap comes out at 10.24 eV. For the LUMO energy, the calculation gives -0.1207 hartree. The charge is +1. The SMILES is C[C@H](O)[C@@H]([NH3+])CN.

Atomic partial charges in e from the Mulliken method, atoms 1 to 2: number 1, C, carries -1.131; number 2, C, carries 0.004

Entry 9:
A cluster of 2 separate species, C4H13N2O in total at a distorted geometry, computed with wB97M-V/def2-TZVPD.

Positions of all 20 atoms, in Å:
C 0.56 2.23 0.99
C 0.05 1.44 -0.26
C -0.93 0.39 0.29
N 0.74 -2.20 -0.07
C 0.19 -1.76 1.11
N -0.60 -0.67 1.24
H 0.00 1.94 1.94
H 1.67 2.14 1.10
H 0.37 3.31 0.77
H 0.88 0.90 -0.77
H -0.50 2.16 -0.89
H -1.15 -0.15 -0.63
H -1.86 1.00 0.67
H 1.37 -3.00 0.03
H 0.73 -1.60 -0.93
H 0.65 -2.15 1.99
H -0.43 -0.23 2.19
H -1.16 -1.67 -2.96
H -0.03 -0.94 -3.32
O -0.54 -1.14 -2.49

The HOMO-LUMO gap comes out at 10.62 eV. For the LUMO energy, the calculation gives -0.1439 hartree. The charge is +1.

Atomic partial charges in e from the Mulliken method, atoms 1 to 2: number 1, C, carries -0.980; number 2, C, carries -0.007

Entry 10:
A cluster of 2 separate species, C4H13N2O in total at a distorted geometry, computed with wB97M-V/def2-TZVPD.

Positions of all 20 atoms, in Å:
C -0.47 -1.93 0.97
C 0.40 -1.64 -0.26
C -0.05 -0.27 -0.85
C 0.26 0.19 -2.11
N 0.49 1.56 -2.40
N -0.53 0.88 0.09
H -1.52 -2.03 0.71
H -0.37 -1.15 1.77
H -0.19 -2.88 1.32
H 1.36 -1.55 0.15
H 0.52 -2.30 -1.10
H 0.53 -0.42 -3.12
H 1.51 1.67 -2.26
H 0.25 1.84 -3.33
H -1.53 0.95 0.03
H -0.25 1.02 1.08
H -0.07 1.68 -0.43
H -0.87 1.29 3.23
H 0.57 1.55 3.67
O -0.03 1.55 2.86

The HOMO-LUMO gap comes out at 10.47 eV. For the LUMO energy, the calculation gives -0.1109 hartree. The charge is +1.

Atomic partial charges in e from the Mulliken method, atoms 1 to 2: number 1, C, carries -1.073; number 2, C, carries -0.450

Entry 11:
A cluster of 2 separate species, C4H13N2O in total at a distorted geometry, computed with wB97M-V/def2-TZVPD.

Positions of all 20 atoms, in Å:
C -1.93 -0.56 -1.09
C -1.20 -1.15 0.08
C 0.33 -0.85 0.27
C 1.35 -1.20 -0.60
N 2.68 -1.16 -0.15
N 0.62 0.42 0.87
H -1.47 -0.49 -2.07
H -2.87 -1.06 -1.12
H -2.20 0.46 -0.81
H -1.20 -2.23 0.07
H -1.63 -0.93 1.01
H 1.13 -1.69 -1.55
H 3.24 -1.83 -0.63
H 2.80 -1.30 0.88
H 0.34 0.29 1.87
H -0.03 1.22 0.55
H 1.64 0.79 1.07
H -0.83 3.86 -0.23
H -0.38 4.05 1.12
O -0.39 3.38 0.46

Its spin multiplicity is 2. The HOMO-LUMO gap (spin up / spin down) comes out at 9.19 / 6.78 eV. For the LUMO energy (spin up / spin down), the calculation gives -0.3567 / -0.4455 hartree. The charge is +2. As for the expectation value of S²: 0.765.

Atomic partial charges in e from the Mulliken method, atoms 1 to 2: number 1, C, carries -1.004; number 2, C, carries -0.845

Entry 12:
A cluster of 2 separate species, C4H13N2O2 in total at a distorted geometry, computed with wB97M-V/def2-TZVPD.

Positions of all 21 atoms, in Å:
C 1.00 0.49 -2.03
C 1.36 1.36 -0.85
N 1.49 2.67 -1.11
O 1.54 0.94 0.30
H 0.62 -0.47 -1.71
H 1.94 0.30 -2.55
H 0.40 1.03 -2.76
H 1.30 3.04 -2.02
H 1.90 3.25 -0.41
C -1.73 -0.85 0.39
O -3.12 -0.94 0.56
C -1.00 -1.42 1.60
N 0.48 -1.20 1.45
H -1.41 0.18 0.23
H -1.49 -1.43 -0.50
H -3.44 -0.13 0.96
H -1.30 -0.90 2.51
H -1.17 -2.49 1.71
H 0.78 -0.25 1.04
H 0.91 -1.89 0.84
H 0.96 -1.30 2.34

The HOMO-LUMO gap comes out at 11.44 eV. For the LUMO energy, the calculation gives -0.1097 hartree. The charge is +1.

Atomic partial charges in e from the Mulliken method, atoms 1 to 2: number 1, C, carries -1.011; number 2, C, carries 0.798

The relative energy (zero: lowest compared OMol25 entry of this formula, charge and spin) results, record by record, are as follows: 787.4; 252.7; 316.0; 199.0; 141.9; 116.0; 143.5; 284.0; 206.2; 275.0; 277.3; 95.8 kJ/mol.